# 1
The following is a quantum chemistry calculation of a molecular structure, Cl2Zn in a non-equilibrium geometry, from the Open Molecules 2025 dataset.

```
! RIJCOSX wB97M-V def2-TZVPD def2/J DEFGRID3
* xyz -1 2
Zn -0.240 0.099 -0.888
Cl -1.454 -1.218 0.985
Cl 1.694 1.119 -0.097
*
```

The largest force on an atom is 1.09 eV/Å. The expectation value of S² is 0.753. The calculation puts the energy at -73466.1328 eV. Its lowest unoccupied orbital energy (alpha / beta) is 3.48 / 3.03 eV.

# 2
The following is a quantum chemistry calculation of a molecular structure, Cl3H5Si3 in a non-equilibrium geometry, from the Open Molecules 2025 dataset.

```
! RIJCOSX wB97M-V def2-TZVPD def2/J DEFGRID3
* xyz 0 1
Cl -3.038 -1.591 3.605
Cl -0.113 -2.919 3.492
Cl -0.139 0.724 3.436
Si -1.105 -0.766 0.400
Si -1.273 -1.664 2.564
Si 0.619 0.646 -0.022
H -2.225 0.036 0.116
H 0.507 1.316 -1.394
H 1.846 -0.210 -0.420
H 0.991 1.496 1.134
H -1.038 -1.781 -0.651
*
```

The largest force on an atom is 3.79 eV/Å. The calculation puts the energy at -61282.4110 eV. Its lowest unoccupied orbital energy is -1.08 eV. The relative energy (zero: lowest compared OMol25 entry of this formula, charge and spin) comes out at 212.6 kJ/mol.

# 3
The following is a quantum chemistry calculation of a molecular structure, Cl3O12Pb2Ti in a non-equilibrium geometry, from the Open Molecules 2025 dataset.

```
! RIJCOSX wB97M-V def2-TZVPD def2/J DEFGRID3
* xyz 3 5
Pb -1.648 -1.363 -1.856
Pb 2.216 1.836 0.364
Ti -2.704 -2.007 4.467
Cl -0.191 -1.056 1.688
Cl -2.263 2.319 -0.269
Cl 2.813 -0.986 -1.934
O -2.970 3.042 -1.217
O 3.277 0.388 -1.869
O 0.051 0.335 1.471
O 1.433 -1.079 -1.731
O 2.897 -1.201 -3.372
O -1.721 1.086 -0.824
O -1.093 3.063 0.117
O -2.940 2.097 0.871
O 3.630 -1.825 -1.104
O -1.296 -1.120 2.548
O 0.865 -1.903 2.137
O -0.354 -1.626 0.512
*
```

The largest force on an atom is 14.55 eV/Å. The expectation value of S² is 6.009. The calculation puts the energy at -95684.4309 eV. Its lowest unoccupied orbital energy (alpha / beta) is -13.01 / -15.16 eV. The relative energy (zero: lowest compared OMol25 entry of this formula, charge and spin) comes out at 148.9 kJ/mol.